This record from OMol25 describes an isolated molecule of C2HBrF2O in a non-equilibrium geometry. The level of theory is ωB97M-V with the def2-TZVPD basis set.

Summary:
DFT total energy   -2925.77450 a.u.
Relative energy (zero: lowest compared OMol25 entry of this formula, charge and spin)   0.2357 eV
LUMO   -0.0124 Eh
HOMO   -11.247 eV

The geometry in ORCA input format:
```
! wB97M-V def2-TZVPD RIJCOSX def2/J DEFGRID3
* xyz 0 1
F 0.0668 -0.6948 1.6299
F -0.1422 1.1685 -1.3970
Br 0.6970 -1.8097 -0.8418
C 0.4063 -0.2400 0.3739
O -1.8400 0.6745 0.0035
H 1.5076 0.3631 0.5466
C -0.6954 0.5383 -0.3151
*
```

Mulliken atomic charge list, values in e, 5 entries: -0.2019, -0.1949, -0.0775, 0.0956, -0.4216

***

This record from OMol25 describes a cluster of 2 separate species, C2HBrFO2 in total in a non-equilibrium geometry. The level of theory is ωB97M-V with the def2-TZVPD basis set.

Summary:
DFT total energy   -2901.17178 a.u.
Relative energy (zero: lowest compared OMol25 entry of this formula, charge and spin)   1.7120 eV
LUMO   0.1256 Eh
HOMO   -1.959 eV

The geometry in ORCA input format:
```
! wB97M-V def2-TZVPD RIJCOSX def2/J DEFGRID3
* xyz -1 1
Br 0.7829 -1.9136 0.0567
H 1.6987 -0.1007 1.3694
C 1.9044 -0.1994 0.1915
O -1.8354 0.6155 0.8033
C -1.8803 0.4898 -0.3528
F 1.3641 0.8092 -0.5770
O -2.0344 0.2992 -1.4911
*
```

Mulliken atomic charge list, values in e, 5 entries: -0.4347, -0.0207, -0.3240, -0.3831, 0.7425

***

This record from OMol25 describes an isolated molecule of C2HBrN2O2 in a non-equilibrium geometry. The level of theory is ωB97M-V with the def2-TZVPD basis set.

Summary:
DFT total energy   -2910.67602 a.u.
Relative energy (zero: lowest compared OMol25 entry of this formula, charge and spin)   3.0914 eV
LUMO   -0.0389 Eh
HOMO   -11.618 eV

The geometry in ORCA input format:
```
! wB97M-V def2-TZVPD RIJCOSX def2/J DEFGRID3
* xyz 0 1
C 0.3089 -0.3926 -0.1039
H 0.2163 -0.8054 -1.2494
C 1.1499 0.7944 -0.1563
O -1.2987 1.2821 0.2753
O -1.9460 -0.7764 0.2495
Br 0.8125 -1.8652 1.0125
N -1.0837 0.0635 0.2088
N 1.8408 1.6996 -0.2365
*
```

Mulliken atomic charge list, values in e, 5 entries: 0.0576, 0.2672, 0.1441, -0.5200, -0.5060

***

This record from OMol25 describes an isolated molecule of C2HBrO in a non-equilibrium geometry. The level of theory is ωB97M-V with the def2-TZVPD basis set.

Summary:
DFT total energy   -2726.00806 a.u.
Relative energy (zero: lowest compared OMol25 entry of this formula, charge and spin)   0.2490 eV
LUMO   0.0062 Eh
HOMO   -9.036 eV

The geometry in ORCA input format:
```
! wB97M-V def2-TZVPD RIJCOSX def2/J DEFGRID3
* xyz 0 1
Br 0.1540 -2.1388 0.1557
H -0.5870 0.2789 1.1708
C 0.1493 0.6154 -0.5394
O 0.3012 1.5428 -1.2282
C -0.0175 -0.2983 0.4411
*
```

The net atomic charges from Mulliken, expressed in e, are: -0.0850, 0.3329, 0.6398, -0.3272, -0.5605

***

This record from OMol25 describes a cluster of 2 separate species, C2HBrO3 in total in a non-equilibrium geometry. The level of theory is ωB97M-V with the def2-TZVPD basis set.

Summary:
DFT total energy   -2876.56725 a.u.
Relative energy (zero: lowest compared OMol25 entry of this formula, charge and spin)   0.0727 eV
LUMO   0.0223 Eh
HOMO   -11.015 eV

The geometry in ORCA input format:
```
! wB97M-V def2-TZVPD RIJCOSX def2/J DEFGRID3
* xyz 0 1
O -0.7855 1.9285 -1.3170
O 0.9937 -0.3570 -1.0861
C 0.9858 -0.6650 0.0189
O 0.4200 3.7227 -2.1080
C -0.1482 2.8051 -1.6965
H 0.4542 -1.4699 0.4159
Br 1.9562 0.1591 1.4177
*
```

Mulliken atomic charge list, values in e, 5 entries: -0.3501, -0.2973, 0.0455, -0.3661, 0.7155

***

This record from OMol25 describes a structure of composition C2HCdO4 in a non-equilibrium geometry. The level of theory is ωB97M-V with the def2-TZVPD basis set.

Summary:
DFT total energy   -545.22227 a.u.
LUMO   -0.2216 Eh
HOMO   -15.616 eV

The geometry in ORCA input format:
```
! wB97M-V def2-TZVPD RIJCOSX def2/J DEFGRID3
* xyz 1 1
O -0.2281 -1.8808 0.7755
O -1.7637 1.2617 0.1640
O -3.6333 2.1081 -0.8787
Cd -0.3442 0.1520 1.0373
C 0.7908 -1.6456 0.0702
H 1.0320 -2.3230 -0.7939
C -2.6476 1.6705 -0.4943
O 1.3610 -0.5239 0.1901
*
```

Mulliken atomic charge list, values in e, 5 entries: -0.6079, -0.4541, -0.1525, 1.2296, 0.5842

***

This record from OMol25 describes the ion C2HCl2FN with charge +1 in a non-equilibrium geometry. The level of theory is ωB97M-V with the def2-TZVPD basis set.

Summary:
DFT total energy   -1151.47043 a.u.
Relative energy (zero: lowest compared OMol25 entry of this formula, charge and spin)   0.0000 eV
LUMO   -0.2284 Eh
HOMO   -17.147 eV

The geometry in ORCA input format:
```
! wB97M-V def2-TZVPD RIJCOSX def2/J DEFGRID3
* xyz 1 1
C 1.0990 0.4371 0.2322
Cl 1.9915 -0.0470 -1.0901
F 1.6716 0.9149 1.2967
C -1.2613 -0.2596 -0.1150
N -0.1902 0.3673 0.1602
Cl -1.4072 -1.8736 0.0409
H -1.9033 0.4609 -0.5249
*
```

Mulliken atomic charge list, values in e, 5 entries: 0.5526, 0.0644, -0.0863, 0.1343, -0.1179

***

This record from OMol25 describes a structure of composition C2HCl2N in a non-equilibrium geometry. The level of theory is ωB97M-V with the def2-TZVPD basis set.

Summary:
DFT total energy   -1051.80631 a.u.
Relative energy (zero: lowest compared OMol25 entry of this formula, charge and spin)   3.2442 eV
LUMO (spin up / spin down)   -0.0766 / -0.1426 Eh
HOMO (spin up / spin down)   -11.762 / -9.713 eV

The geometry in ORCA input format:
```
! wB97M-V def2-TZVPD RIJCOSX def2/J DEFGRID3
* xyz 0 1
H -1.2884 -1.0745 1.0504
N -1.4180 1.6097 -0.9287
C -0.6564 -0.4821 0.3749
Cl 0.9894 -0.7227 0.0145
C -1.1048 0.7349 -0.2194
Cl 3.4783 -0.0653 -0.2918
*
```

Mulliken atomic charge list, values in e, 5 entries: 0.3702, -0.3171, -0.3146, 0.0020, 0.3972

***

This record from OMol25 describes an isolated molecule of C2HCl2N in a non-equilibrium geometry. The level of theory is ωB97M-V with the def2-TZVPD basis set.

Summary:
DFT total energy   -1051.92553 a.u.
Relative energy (zero: lowest compared OMol25 entry of this formula, charge and spin)   0.0000 eV
LUMO   0.0180 Eh
HOMO   -11.802 eV

The geometry in ORCA input format:
```
! wB97M-V def2-TZVPD RIJCOSX def2/J DEFGRID3
* xyz 0 1
N -2.5548 -0.0372 -0.1978
Cl 0.8036 -1.4564 -0.1072
Cl 0.7565 1.4804 -0.1068
H 0.0820 0.0014 1.5680
C -0.0179 -0.0026 0.4853
C -1.4353 -0.0224 0.0902
*
```

Mulliken atomic charge list, values in e, 5 entries: -0.2922, -0.1175, -0.1187, 0.2428, 0.2244

***

This record from OMol25 describes a cluster of 2 separate species, C2HCl2NO in total in a non-equilibrium geometry. The level of theory is ωB97M-V with the def2-TZVPD basis set.

Summary:
DFT total energy   -1127.15603 a.u.
Relative energy (zero: lowest compared OMol25 entry of this formula, charge and spin)   0.5189 eV
LUMO   -0.0425 Eh
HOMO   -12.020 eV

The geometry in ORCA input format:
```
! wB97M-V def2-TZVPD RIJCOSX def2/J DEFGRID3
* xyz 0 1
C -1.3305 1.0277 -2.5908
N -0.8187 0.4686 -3.4111
Cl -0.6319 3.0077 -0.9825
Cl -0.2344 -0.5288 0.2125
H -0.8353 -0.2208 -0.8594
O -2.8622 1.7171 -0.9376
C -1.8055 1.8787 -1.4579
*
```

Mulliken atomic charge list, values in e, 5 entries: 0.2583, -0.2167, -0.0458, -0.1976, 0.1989

***

This record from OMol25 describes a cluster of 2 separate species, C2HCl3OS in total in a non-equilibrium geometry. The level of theory is ωB97M-V with the def2-TZVPD basis set.

Summary:
DFT total energy   -1930.71503 a.u.
Relative energy (zero: lowest compared OMol25 entry of this formula, charge and spin)   1.8995 eV
LUMO   -0.0260 Eh
HOMO   -9.362 eV

The geometry in ORCA input format:
```
! wB97M-V def2-TZVPD RIJCOSX def2/J DEFGRID3
* xyz 0 1
Cl -1.8021 -2.1953 0.9732
O -0.0313 0.8622 1.3080
S -3.7409 0.2030 0.2463
Cl -2.0334 -1.1995 -1.6469
C -2.1911 -0.7285 0.0391
Cl -3.0979 2.1121 0.2756
C -0.5856 0.6766 0.2983
H -0.4986 1.1641 -0.8029
*
```

Mulliken atomic charge list, values in e, 5 entries: -0.1224, -0.3258, 0.1097, -0.1330, 0.1288

***

This record from OMol25 describes a structure of composition C2HCl3S in a non-equilibrium geometry. The level of theory is ωB97M-V with the def2-TZVPD basis set.

Summary:
DFT total energy   -1855.39565 a.u.
Relative energy (zero: lowest compared OMol25 entry of this formula, charge and spin)   0.0000 eV
LUMO (spin up / spin down)   -0.0072 / -0.1117 Eh
HOMO (spin up / spin down)   -7.191 / -9.240 eV
<S²>   2.013

The geometry in ORCA input format:
```
! wB97M-V def2-TZVPD RIJCOSX def2/J DEFGRID3
* xyz 0 3
S -2.4090 -0.6635 -0.9416
Cl -2.8964 0.1821 0.7321
C -0.4286 -1.6074 -0.0922
C 0.5478 -0.7933 -0.3999
H 0.1517 0.0926 -1.0555
Cl -0.7714 -3.0059 0.6916
Cl 2.2787 -1.0473 -0.2987
*
```

Mulliken atomic charge list, values in e, 5 entries: 0.0689, 0.0319, 0.0286, 0.0111, 0.1879

***

This record from OMol25 describes a cluster of 2 separate species, C2HCl4NO6 in total in a non-equilibrium geometry. The level of theory is ωB97M-V with the def2-TZVPD basis set.

Summary:
DFT total energy   -2423.37589 a.u.
Relative energy (zero: lowest compared OMol25 entry of this formula, charge and spin)   0.0000 eV
LUMO (spin up / spin down)   -0.1247 / -0.1237 Eh
HOMO (spin up / spin down)   -10.808 / -10.991 eV

The geometry in ORCA input format:
```
! wB97M-V def2-TZVPD RIJCOSX def2/J DEFGRID3
* xyz 0 1
H 2.1423 -3.3147 1.0117
Cl -0.0797 -1.7946 -1.7535
O 1.8724 -2.6862 0.3081
Cl 2.2505 -0.0939 -1.1115
N -2.1344 3.0559 -0.3356
O -3.2792 2.8842 -0.8230
Cl 1.7733 -0.7254 2.0722
O -0.5326 1.0774 -0.9959
O -1.5359 4.1597 -0.3752
C 0.7006 -0.7738 -0.4896
O -1.5725 2.0647 0.2983
O -0.1647 0.2358 -0.0165
C 1.0448 -1.7192 0.7592
Cl -0.4849 -2.3699 1.4514
*
```

Mulliken atomic charge list, values in e, 5 entries: 0.3657, -0.0860, -0.4318, -0.0863, 0.9264

***

This record from OMol25 describes an isolated molecule of C2HClF2O in a non-equilibrium geometry. The level of theory is ωB97M-V with the def2-TZVPD basis set.

Summary:
DFT total energy   -811.94837 a.u.
Relative energy (zero: lowest compared OMol25 entry of this formula, charge and spin)   0.1877 eV
LUMO   -0.0051 Eh
HOMO   -11.168 eV

The geometry in ORCA input format:
```
! wB97M-V def2-TZVPD RIJCOSX def2/J DEFGRID3
* xyz 0 1
O 0.6255 2.1260 0.7709
F 0.3304 0.3911 -1.4307
Cl -1.1911 -1.2002 -0.1091
C 0.2121 -0.0712 -0.1472
F 1.2912 -0.7857 0.2655
H -0.7899 0.7985 1.6104
C 0.0279 1.0958 0.9078
*
```

Mulliken atomic charge list, values in e, 5 entries: -0.3839, -0.1917, -0.1608, 0.6750, -0.1960

***

This record from OMol25 describes an isolated molecule of C2HClF2O2 in a non-equilibrium geometry. The level of theory is ωB97M-V with the def2-TZVPD basis set.

Summary:
DFT total energy   -887.04434 a.u.
Relative energy (zero: lowest compared OMol25 entry of this formula, charge and spin)   4.9487 eV
LUMO   -0.0008 Eh
HOMO   -10.845 eV

The geometry in ORCA input format:
```
! wB97M-V def2-TZVPD RIJCOSX def2/J DEFGRID3
* xyz 0 1
F 1.7262 0.6757 0.4811
Cl -1.0910 1.4257 -1.2962
O -1.2059 -1.3188 -0.7273
O 0.0818 -1.0627 -1.3754
C 0.4695 0.1540 0.7100
H 0.4580 -0.9205 1.2770
F -0.1832 0.9747 1.5526
C -0.2554 0.0718 -0.6218
*
```

Mulliken atomic charge list, values in e, 5 entries: -0.2235, -0.0916, -0.2782, -0.1888, 0.2682

***

This record from OMol25 describes an isolated molecule of C2HClF2OS in a non-equilibrium geometry. The level of theory is ωB97M-V with the def2-TZVPD basis set.

Summary:
DFT total energy   -1210.12243 a.u.
Relative energy (zero: lowest compared OMol25 entry of this formula, charge and spin)   0.8242 eV
LUMO   -0.0294 Eh
HOMO   -10.267 eV

The geometry in ORCA input format:
```
! wB97M-V def2-TZVPD RIJCOSX def2/J DEFGRID3
* xyz 0 1
H -0.4460 0.6414 0.9624
F -2.5656 0.3066 -0.2031
S -1.3631 -0.6206 -0.9064
C 1.0809 0.2797 -0.4699
Cl 0.1866 -1.6049 1.5385
O 1.5663 -0.1514 -1.4574
C -0.1527 -0.1400 0.3508
F 1.6937 1.2892 0.1852
*
```

Mulliken atomic charge list, values in e, 5 entries: 0.3082, -0.2597, 0.2338, 0.5465, -0.1539

***

This record from OMol25 describes a cluster of 2 separate species, C2HClF2S in total in a non-equilibrium geometry. The level of theory is ωB97M-V with the def2-TZVPD basis set.

Summary:
DFT total energy   -1134.76630 a.u.
Relative energy (zero: lowest compared OMol25 entry of this formula, charge and spin)   3.4858 eV
LUMO (spin up / spin down)   -0.0960 / -0.0967 Eh
HOMO (spin up / spin down)   -9.579 / -9.583 eV

The geometry in ORCA input format:
```
! wB97M-V def2-TZVPD RIJCOSX def2/J DEFGRID3
* xyz 0 1
S 0.7109 -2.8882 2.8731
C -0.2007 0.5284 0.1855
H -1.0546 0.9173 0.8870
C -0.1551 0.5596 -1.1530
Cl 1.1001 -0.1682 1.0029
F 0.6876 -0.0384 -1.8739
F -1.0881 1.0896 -1.9217
*
```

Mulliken atomic charge list, values in e, 5 entries: -0.0201, -0.1740, 0.3012, 0.4429, -0.1521

***

This record from OMol25 describes an isolated molecule of C2HClFN in a non-equilibrium geometry. The level of theory is ωB97M-V with the def2-TZVPD basis set.

Summary:
DFT total energy   -691.58430 a.u.
Relative energy (zero: lowest compared OMol25 entry of this formula, charge and spin)   0.2413 eV
LUMO   0.0133 Eh
HOMO   -12.102 eV

The geometry in ORCA input format:
```
! wB97M-V def2-TZVPD RIJCOSX def2/J DEFGRID3
* xyz 0 1
F 0.3985 0.7822 1.3957
C 0.2158 0.4026 0.0575
C -0.2037 -0.9881 -0.0939
N -0.5403 -2.0921 -0.2330
H 1.2293 0.4454 -0.5631
Cl -1.0995 1.4500 -0.5631
*
```

Mulliken atomic charge list, values in e, 5 entries: -0.2091, 0.3854, 0.0009, -0.2884, 0.2301

***

This record from OMol25 describes an isolated molecule of C2HClFN in a non-equilibrium geometry. The level of theory is ωB97M-V with the def2-TZVPD basis set.

Summary:
DFT total energy   -691.56554 a.u.
Relative energy (zero: lowest compared OMol25 entry of this formula, charge and spin)   0.7519 eV
LUMO   0.0173 Eh
HOMO   -11.929 eV

The geometry in ORCA input format:
```
! wB97M-V def2-TZVPD RIJCOSX def2/J DEFGRID3
* xyz 0 1
F -1.2234 -0.2184 -0.6948
H -0.7929 0.2777 1.2737
N 1.5928 -1.4529 -0.4324
Cl -0.0727 1.8041 -0.1685
C -0.3250 0.2005 0.1602
C 0.8213 -0.6110 -0.1383
*
```

Mulliken atomic charge list, values in e, 5 entries: -0.1967, 0.2188, -0.3150, -0.1294, 0.3081

***

This record from OMol25 describes an isolated molecule of C2HClFN3 in a non-equilibrium geometry. The level of theory is ωB97M-V with the def2-TZVPD basis set.

Summary:
DFT total energy   -801.08901 a.u.
Relative energy (zero: lowest compared OMol25 entry of this formula, charge and spin)   0.0000 eV
LUMO   0.0233 Eh
HOMO   -9.700 eV

The geometry in ORCA input format:
```
! wB97M-V def2-TZVPD RIJCOSX def2/J DEFGRID3
* xyz 0 1
Cl 0.8518 -2.4306 -0.7030
C 0.3020 -0.8228 -0.5363
N -0.4229 1.0252 0.2786
C -0.1554 -0.2268 0.6136
H -0.5905 1.7516 0.9743
N 0.0481 1.2540 -0.9632
N 0.4381 0.1373 -1.4628
F -0.4713 -0.6879 1.7989
*
```

Mulliken atomic charge list, values in e, 5 entries: -0.1644, 0.2822, 0.2148, 0.3311, 0.2830